# C36H38N4O2RuS2Si

A structure of composition C36H38N4O2RuS2Si (ωB97M-V with the def2-TZVPD basis set, OMol25).

Properties
Molecular weight: 752.02 g/mol
Lowest unoccupied orbital energy (spin up / spin down): -0.2043 / -0.3199 Eh
E_HOMO (spin up / spin down): -12.9427 / -13.0981 eV
<S²>: 6.071
Kohn-Sham gap (spin up / spin down): 7.4 / 4.4 eV
Energy relative to the best compared isomer or geometry (same formula, charge and spin): 15.63 kcal/mol

Geometry as ORCA input:
```
! wB97M-V def2-TZVPD RIJCOSX def2/J DEFGRID3
* xyz 2 5
Ru 0.83 -0.45 -0.38
S 5.62 -0.23 -0.33
S 3.82 0.02 -2.66
Si -2.07 -0.93 0.52
O 1.11 -0.45 1.61
O 0.52 0.76 3.98
N 0.68 -0.47 -2.29
N -0.61 1.48 -0.12
N 2.97 -0.14 -0.13
N 3.35 -0.19 1.16
C -0.36 0.42 -6.88
C 3.34 0.24 6.10
C -0.34 0.39 -5.50
C -5.61 -3.08 0.29
C 3.97 -0.44 3.86
C 0.63 -0.47 -3.44
C 0.57 -0.45 -4.85
C -1.97 0.89 -0.12
C -3.67 -1.70 -0.11
C -1.48 -2.06 3.09
C -0.26 2.19 1.15
C -1.22 3.62 -1.27
C -0.37 2.35 -1.29
C -2.99 -0.20 3.11
C -3.18 -0.37 4.47
C 1.40 -1.24 -6.96
C -1.29 4.24 0.13
C 2.09 0.58 5.68
C 1.72 0.38 4.34
C -2.54 -1.40 5.14
C 1.44 -1.27 -5.58
C -0.66 -1.92 -0.26
C 6.40 -0.41 -1.97
C -1.68 -2.25 4.45
C -0.15 3.71 0.99
C 4.01 -0.13 -0.95
C 4.30 -0.28 5.19
C -4.45 -2.48 0.74
C -2.13 -1.04 2.40
C -4.08 -1.55 -1.44
C 0.50 -0.39 -7.61
C 2.68 -0.15 3.41
C 5.58 0.36 -2.98
C 2.35 -0.30 2.01
C -6.01 -2.91 -1.03
C -5.24 -2.14 -1.89
H 3.61 0.36 7.14
H -6.21 -3.68 0.97
H 2.06 -1.87 -7.53
H -0.58 1.78 -2.19
H 6.43 -1.47 -2.20
H -5.55 -2.01 -2.92
H -1.06 1.07 -7.40
H -3.54 0.58 2.59
H -3.86 0.28 5.01
H -2.67 1.53 0.43
H 4.70 -0.81 3.16
H -3.48 -0.96 -2.13
H -2.32 0.87 -1.15
H 0.69 2.61 -1.30
H -4.15 -2.62 1.78
H 5.28 -0.54 5.54
H 0.48 -0.37 -8.69
H -1.03 1.96 1.89
H -6.92 -3.38 -1.39
H 0.81 3.97 0.54
H -2.71 -1.56 6.20
H 5.79 0.06 -4.00
H -1.24 5.33 0.08
H -0.83 -2.75 2.55
H -0.31 -2.74 0.37
H 0.31 0.41 3.09
H -1.01 1.02 -4.93
H -2.23 3.40 -1.63
H 2.13 -1.92 -5.06
H 7.41 -0.03 -1.90
H 0.69 1.82 1.54
H -1.18 -3.06 4.97
H -0.92 -2.31 -1.25
H 1.34 1.00 6.35
H -2.24 3.99 0.62
H -0.78 4.32 -1.98
H 5.72 1.44 -2.88
H -0.17 4.15 1.99
*
```